DFT (wB97M-V/def2-TZVPD) results for a structure of composition C20H22F24N8O16S8.

The value obtained for the strongest force on any atom is 6.714 eV/Å. The calculation puts the HOMO energy (alpha / beta) at -0.23935 / -0.23935 Ha. The frontier orbital gap (alpha / beta) is 0.197 / 0.087 hartree.

```
! wB97M-V def2-TZVPD RIJCOSX def2/J DEFGRID3
* xyz -1 2
C -1.55491 0.39450 3.49986
C -2.94751 -0.19620 3.38951
N -3.87932 0.24249 4.40858
C -4.31849 1.50864 4.60024
C -5.28379 1.48838 5.60553
N -5.40735 0.20081 6.09746
C -4.45531 -0.56189 5.37847
C -6.22278 -0.32203 7.18082
H -1.55685 1.48420 3.52557
H -1.01526 0.04904 2.61809
H -0.95887 0.02626 4.33486
H -2.89260 -1.28356 3.44188
H -3.28500 0.09637 2.39522
H -4.03153 2.38382 4.03622
H -5.82992 2.36381 5.92455
H -4.36583 -1.63607 5.44579
H -6.21770 0.30292 8.07385
H -5.73629 -1.27256 7.39971
H -7.23705 -0.35582 6.78305
C -2.06417 -1.36219 -4.22725
C -1.87355 -1.47624 -2.71524
N -0.58569 -0.94139 -2.29455
C 0.71243 -1.45715 -2.46421
C 1.52223 -0.70344 -1.58219
N 0.77821 0.32678 -0.94798
C -0.52326 0.22161 -1.51635
C 1.23617 1.28623 0.02605
H -2.81570 -2.07839 -4.55944
H -1.07468 -1.62612 -4.60056
H -2.23335 -0.37388 -4.65471
H -1.81726 -2.55920 -2.60506
H -2.71961 -1.16818 -2.10095
H 0.87415 -2.38144 -2.99893
H 2.57255 -0.84387 -1.37360
H -1.34432 0.84937 -1.20302
H 0.34219 1.60811 0.56017
H 1.60906 2.22079 -0.39303
H 1.99936 0.74007 0.58046
C 1.91443 -1.31940 3.30837
F 1.35585 -0.20152 2.85901
F 1.27660 -1.64629 4.36805
F 1.67929 -2.33229 2.37027
S 3.86383 -1.04335 3.68337
O 3.85799 -0.57464 5.09045
O 4.54263 -2.28392 3.40083
N 4.32965 0.24835 2.56743
S 4.99640 -0.45671 1.37632
O 6.29921 -0.92456 1.60692
O 4.09150 -1.37135 0.71183
C 5.13506 0.91016 -0.02199
F 5.29983 2.08052 0.56227
F 5.96807 0.67986 -0.99363
F 4.00689 0.90454 -0.68950
C 0.97309 2.72971 5.27852
F 0.10678 3.80681 5.38775
F 0.68663 1.78847 6.11275
F 0.89156 2.35839 3.99954
S 2.78890 3.29608 5.64185
O 2.73747 4.50257 6.50683
O 3.45639 2.15609 6.29926
N 3.48025 3.44587 4.02818
S 3.06354 4.86511 3.70963
O 1.66251 5.20640 3.79605
O 3.90757 5.79701 4.40050
C 3.49844 4.98796 1.84822
F 4.81247 4.94406 1.68806
F 2.99632 3.96119 1.22896
F 2.94148 6.08892 1.26989
C -0.05751 1.35690 -5.42161
F 0.40581 0.12914 -5.21187
F -1.25852 1.21964 -6.04651
F -0.24718 2.04500 -4.26415
S 1.03630 2.30531 -6.63109
O 2.36239 2.45714 -6.02038
O 1.15536 1.42841 -7.78486
N 0.01739 3.71513 -7.03831
S 0.65201 4.92782 -6.28095
O 0.48327 4.88511 -4.78293
O 2.02433 5.07542 -6.74048
C -0.29290 6.36693 -7.05434
F -0.32310 7.39034 -6.18748
F 0.36666 6.63451 -8.22475
F -1.54252 5.97958 -7.30692
C -1.56833 -5.25129 -5.37543
F -0.91548 -4.17419 -5.86825
F -2.77807 -4.83642 -5.22653
F -1.49615 -6.13862 -6.33742
S -0.63159 -5.82322 -3.62807
O 0.39716 -6.83233 -3.97326
O -0.06707 -4.66443 -2.97987
N -2.01050 -6.38022 -2.73722
S -2.08831 -7.89149 -2.95514
O -3.44037 -8.25810 -2.48788
O -1.78199 -8.54249 -4.26495
C -0.82759 -8.60880 -1.60799
F 0.12667 -7.71894 -1.29643
F -1.45049 -9.00784 -0.46244
F -0.26874 -9.58665 -2.26730
*
```